# 1
A cluster of 8 separate species, C4H22NO10 in total at a distorted geometry, computed with ωB97M-V/def2-TZVPD.

Last column: Mulliken charge in e.
Element x y z (Å)
O  2.30800  1.48116  3.13239  -0.661
O  -0.60438  -2.49574  1.31037  -0.495
O  -3.32172  -1.34183  -2.52880  -0.669
O  -1.95460  -0.11033  -0.56454  -0.828
O  2.70507  1.21731  -0.34675  -0.647
O  -0.01231  -1.68155  4.15143  -0.640
O  -0.26015  0.59221  1.20335  -0.485
O  0.87771  3.94883  1.36764  -0.659
O  -1.67628  0.44901  -4.53310  -0.696
O  -2.54090  1.85148  -2.36609  -0.724
N  1.43925  -0.82838  -0.70815  -0.291
C  0.75177  -2.63553  0.77838  -1.210
C  1.46296  -1.31662  0.70293  0.380
C  1.56423  0.56458  -0.97234  -0.274
C  0.55052  -0.08235  1.79922  -0.698
H  -2.88647  -1.01878  -3.31653  0.345
H  2.73500  0.93476  0.57945  0.406
H  1.20555  -3.29322  1.52821  0.258
H  2.49721  -1.34012  1.06308  0.483
H  -2.18557  0.91415  -3.84075  0.416
H  -1.28578  -0.68673  -0.96043  0.414
H  -0.61422  -1.13783  3.63611  0.335
H  -2.16860  1.13076  -1.79642  0.446
H  -1.21429  -2.11116  0.67099  0.284
H  2.01795  0.57952  3.30911  0.381
H  1.63419  1.96798  2.65225  0.394
H  2.18051  -1.36002  -1.14796  0.242
H  -2.92006  2.42423  -1.69197  0.282
H  0.70838  1.10119  -0.57678  0.198
H  0.36956  -2.25848  3.48467  0.345
H  1.65944  3.63903  0.90160  0.325
H  -1.48597  0.28552  0.22804  0.327
H  -0.76912  0.59295  -4.24168  0.299
H  0.59580  -3.25732  -0.11217  0.394
H  -3.23437  -0.93714  -1.65736  0.365
H  1.71147  0.71150  -2.03943  0.340
H  0.16026  3.50698  0.90203  0.318

The calculation puts the HOMO energy at -3.285 eV. Its gap between HOMO and LUMO is 6.1 eV. For the relative energy (zero: lowest compared OMol25 entry of this formula, charge and spin), the calculation gives 130.9 kcal per mole. The total charge is -1.

# 2
A structure of composition C4H22NO9S at a distorted geometry, computed with ωB97M-V/def2-TZVPD.

Last column: Mulliken charge in e.
Element x y z (Å)
S  -2.04652  0.13118  2.73954  -0.274
O  2.93123  0.13801  -3.19984  -0.632
O  1.13524  1.74341  1.17875  -0.855
O  3.84802  1.36081  1.13301  -0.700
O  1.65817  -0.63254  1.26066  -0.769
O  -1.40251  -2.55895  -2.69906  -0.665
O  -1.36379  1.24449  -3.07614  -0.602
O  -2.94560  -2.55488  0.20443  -0.529
O  -0.96497  2.70640  -0.50886  -0.685
O  2.08598  3.10964  -0.86706  -0.765
N  0.11349  -1.89837  -0.05027  -0.287
C  -1.00263  -1.17328  1.95354  -0.849
C  -2.33675  -1.57847  -0.13936  -0.755
C  -0.95866  -1.07442  0.45601  2.252
C  1.45240  -1.20712  0.03396  -0.318
H  2.70318  0.83903  -2.59658  0.303
H  0.93298  1.92102  2.05696  0.106
H  0.14251  -2.81554  0.33002  0.293
H  -0.78553  -0.00205  0.13868  -1.433
H  -2.21207  0.94624  -2.91748  0.285
H  -1.49800  -1.64609  -2.85410  0.322
H  2.21957  -1.95482  -0.14435  0.462
H  2.28838  -0.52659  -3.05435  0.336
H  -0.14281  3.20124  -0.62545  0.337
H  -1.15142  2.04601  -2.60868  0.337
H  1.34228  0.46729  1.22937  0.513
H  1.56838  -0.42336  -0.77882  -0.041
H  -0.70975  1.90469  -0.01897  0.287
H  2.90719  2.53192  -1.17220  0.308
H  -2.62722  -1.11757  -1.13532  0.595
H  2.97688  1.80594  1.14444  0.416
H  1.63360  2.60698  -0.18233  0.351
H  -1.38095  -2.18435  2.22854  0.434
H  -1.50785  -2.78899  -1.73686  0.403
H  -1.31845  0.68485  3.70329  0.112
H  3.77655  0.42744  1.33006  0.301
H  0.03099  -1.36344  2.27532  0.406

The calculation puts the HOMO energy at -6.079 eV. Its gap between HOMO and LUMO is 8.8 eV. For the relative energy (zero: lowest compared OMol25 entry of this formula, charge and spin), the calculation gives 57.3 kcal per mole. The total charge is -1.

Which of these has the lowest relative energy (zero: lowest compared OMol25 entry of this formula, charge and spin)? C4H22NO9S